The following is a quantum chemistry calculation of a 2-piece molecular cluster, C2H8N2O overall at a distorted geometry, from the OMol25 dataset.

Geometry as ORCA input:
```
! wB97M-V def2-TZVPD RIJCOSX def2/J DEFGRID3
* xyz 0 1
H -0.945 2.042 1.754
C -0.145 0.155 1.429
H 1.985 -1.278 -2.379
O 1.381 -2.102 -2.383
H -0.858 1.189 3.099
H 0.066 1.835 -0.785
H -0.032 -0.815 2.126
H 0.709 -1.853 -1.746
C -0.628 0.914 -0.775
N -0.099 -0.087 0.074
N -0.659 1.172 2.139
H -1.724 1.140 -0.685
H -0.300 0.552 -1.739
*
```

Calculated values
Structure (SMILES)   C/N=C\N.O
Orbital gap   9.67 eV

The following is a quantum chemistry calculation of a 2-piece molecular cluster, C2H8N2O overall at a distorted geometry, from the OMol25 dataset.

Geometry as ORCA input:
```
! wB97M-V def2-TZVPD RIJCOSX def2/J DEFGRID3
* xyz 0 1
H 2.741 -0.217 1.059
H -1.300 -1.743 -2.568
H -1.311 1.871 -0.424
H 0.924 -1.292 1.054
H -1.511 -1.632 -1.089
N 1.979 0.437 1.054
C 0.806 -0.281 0.824
H -0.391 2.076 1.187
C -0.366 1.654 0.228
O -1.998 -1.785 -1.939
N -0.328 0.094 0.328
H 0.501 1.998 -0.276
H 2.132 1.265 0.587
*
```

Calculated values
Structure (SMILES)   C/N=C\N.O
Orbital gap   10.27 eV

The following is a quantum chemistry calculation of a 2-piece molecular cluster, C2H8N2O overall at a distorted geometry, from the OMol25 dataset.

Geometry as ORCA input:
```
! wB97M-V def2-TZVPD RIJCOSX def2/J DEFGRID3
* xyz 0 1
H -2.030 1.151 0.536
H -0.638 -0.135 -1.246
H 2.353 -2.020 0.783
C -1.053 0.679 0.567
H 0.912 -2.108 -0.317
N -0.022 1.645 0.261
H -0.793 0.297 1.556
N -1.129 -0.447 -0.411
H -0.328 2.277 -0.468
H -2.095 -0.582 -0.673
H 0.851 1.238 -0.055
O 2.149 -0.456 -0.465
C 1.823 -1.537 -0.070
*
```

Calculated values
Structure (SMILES)   C=O.NCN
Orbital gap   10.05 eV

The following is a quantum chemistry calculation of a 2-piece molecular cluster, C2H8N2O overall at a distorted geometry, from the OMol25 dataset.

Geometry as ORCA input:
```
! wB97M-V def2-TZVPD RIJCOSX def2/J DEFGRID3
* xyz 0 1
N 0.279 -1.096 0.901
H -0.635 -1.270 1.306
H 1.935 0.179 1.064
H 1.630 -0.768 2.487
N 0.455 0.849 2.420
H 0.059 0.580 3.304
H 0.473 0.215 -3.009
O -1.415 -0.027 -2.385
C -0.600 0.487 -3.095
C 1.129 -0.192 1.696
H -0.201 1.361 1.845
H 0.711 -2.012 0.990
H -0.823 0.965 -4.063
*
```

Calculated values
Structure (SMILES)   C=O.NCN
Orbital gap   10.14 eV

So what do the calculations give for energy relative to the best compared isomer or geometry (same formula, charge and spin)? Going down the list: 229.2, 171.9, 207.0, 231.8 kJ/mol.